{
  "formula": "C39H43As2ClPdSi2",
  "method": "ωB97M-V/def2-TZVPD",
  "e_above_lowest_kcal_mol": 0.0,
  "homo_ev": [-12.06, -12.66],
  "total_charge": 2,
  "lumo_energy_ev": [-4.8, -9.5],
  "spin_multiplicity": 5,
  "gap_ha": [0.266, 0.117],
  "elements": ["C", "C", "C", "H", "C", "C", "H", "H", "H", "H", "Pd", "Si", "C", "C", "H", "C", "H", "C", "H", "C", "H", "C", "H", "C", "C", "H", "C", "H", "C", "H", "C", "H", "C", "H", "H", "Si", "C", "C", "H", "C", "H", "C", "H", "C", "H", "C", "H", "C", "C", "H", "C", "H", "C", "H", "C", "H", "C", "H", "H", "Cl", "C", "As", "C", "C", "C", "C", "C", "C", "C", "As", "C", "C", "H", "H", "H", "H", "H", "H", "H", "H", "H", "H", "H", "H", "H", "H", "H", "H"],
  "coordinates": [[4.568, 1.919, 0.635], [4.283, 0.554, 0.949], [3.742, -0.068, -0.228], [4.471, 0.058, 1.898], [3.632, 0.950, -1.237], [4.190, 2.156, -0.707], [4.359, 3.071, -1.265], [5.031, 2.644, 1.302], [3.494, -1.120, -0.366], [3.256, 0.789, -2.246], [2.017, 1.209, 0.385], [-0.009, 0.186, -0.014], [-0.139, -0.968, 1.465], [-1.446, -1.282, 1.874], [-2.296, -0.835, 1.356], [-1.690, -2.193, 2.897], [-2.724, -2.443, 3.158], [-0.610, -2.779, 3.572], [-0.801, -3.487, 4.378], [0.701, -2.425, 3.235], [1.545, -2.841, 3.789], [0.941, -1.518, 2.189], [1.974, -1.255, 1.952], [0.369, -0.821, -1.555], [0.677, -2.192, -1.479], [0.622, -2.717, -0.523], [1.097, -2.887, -2.626], [1.345, -3.951, -2.551], [1.222, -2.217, -3.847], [1.571, -2.753, -4.735], [0.939, -0.844, -3.932], [1.058, -0.308, -4.882], [0.531, -0.149, -2.785], [0.361, 0.932, -2.848], [-1.164, 1.101, -0.223], [-4.606, -2.324, -1.048], [-4.057, -3.201, -2.594], [-4.115, -4.599, -2.736], [-4.567, -5.218, -1.958], [-3.622, -5.224, -3.893], [-3.640, -6.317, -3.980], [-3.131, -4.448, -4.953], [-2.735, -4.932, -5.853], [-3.185, -3.050, -4.868], [-2.866, -2.439, -5.720], [-3.678, -2.437, -3.711], [-3.797, -1.353, -3.694], [-4.570, -3.559, 0.341], [-3.352, -4.137, 0.731], [-2.424, -3.862, 0.228], [-3.300, -5.084, 1.766], [-2.333, -5.497, 2.081], [-4.482, -5.499, 2.399], [-4.437, -6.227, 3.221], [-5.711, -4.985, 1.968], [-6.640, -5.340, 2.436], [-5.752, -4.027, 0.941], [-6.721, -3.663, 0.599], [-5.943, -1.703, -1.220], [-3.416, -0.652, -0.786], [0.182, 6.114, -0.729], [0.866, 4.296, -0.466], [1.773, 4.281, -2.203], [2.425, 4.879, 0.653], [3.164, 6.012, 0.309], [4.107, 6.533, 1.214], [4.262, 5.943, 2.467], [3.499, 4.816, 2.835], [2.617, 4.273, 1.915], [1.655, 2.579, 2.261], [2.581, 1.907, 3.811], [-0.140, 3.053, 2.814], [-0.811, 5.996, -1.189], [0.857, 6.657, -1.390], [0.090, 6.604, 0.245], [1.976, 5.313, -2.497], [2.693, 3.696, -2.151], [1.055, 3.807, -2.892], [2.996, 6.508, -0.652], [4.690, 7.406, 0.923], [4.965, 6.369, 3.188], [3.573, 4.403, 3.840], [2.282, 2.551, 4.644], [2.260, 0.872, 3.980], [3.658, 1.975, 3.632], [-0.019, 3.547, 3.787], [-0.561, 3.740, 2.070], [-0.730, 2.130, 2.895]],
  "mulliken_charge": [-0.601, -0.315, -0.705, 0.507, -0.798, 0.027, 0.728, 0.523, 0.559, 0.602, 0.836, -0.604, 1.248, -1.037, 0.458, -0.689, 0.494, -0.609, 0.434, -0.678, 0.454, -0.082, 0.347, 1.287, -0.287, 0.438, -0.778, 0.444, -0.523, 0.467, -0.659, 0.473, -0.721, 0.456, -0.059, 0.227, 0.456, -0.134, 0.381, -0.613, 0.392, -0.487, 0.409, -0.571, 0.405, -0.522, 0.324, 0.369, -0.180, 0.502, -0.778, 0.428, -0.440, 0.393, -0.577, 0.388, -0.345, 0.357, -0.201, -0.193, -1.224, 0.358, -1.142, 0.262, -0.539, -0.830, -0.658, -0.494, 0.158, 0.575, -1.387, -0.885, 0.440, 0.414, 0.356, 0.480, 0.184, 0.407, 0.271, 0.441, 0.426, 0.447, 0.514, 0.331, 0.398, 0.442, 0.298, 0.330]
}